# 1
15
Properties=species:S:1:pos:R:3:mulliken_charge:R:1 method="wB97M-V/def2-TZVPD" charge=-1 homo_ev=-3.483 multiplicity=1 smiles="CN(C)CC(=O)[O-]"
O -0.66 1.89 -2.41 -0.745
O -0.29 -0.37 -2.52 -0.682
N -0.34 -0.11 0.33 -0.013
C 0.34 0.85 -0.54 -0.554
C 0.17 -1.47 0.07 -0.979
C -0.31 0.28 1.73 -1.039
C -0.25 0.77 -2.03 0.484
H 0.09 1.83 -0.16 0.372
H -0.63 1.33 1.72 0.369
H -1.01 -0.36 2.22 0.373
H 0.61 0.16 2.38 0.277
H 0.43 -2.10 0.92 0.389
H 1.05 -1.62 -0.61 0.290
H -0.67 -1.88 -0.51 0.255
H 1.45 0.79 -0.58 0.203

---

# 2
15
Properties=species:S:1:pos:R:3:mulliken_charge:R:1 method="wB97M-V/def2-TZVPD" charge=+1 homo_ev=-13.887 multiplicity=1
O -1.65 -1.61 -0.83 -0.453
O -0.80 -0.97 1.21 -0.244
N -0.05 0.11 -0.65 0.254
C -0.63 -1.10 -0.11 -0.100
C 0.30 0.99 0.39 -0.445
C -0.26 0.29 1.65 -0.342
C 0.00 0.45 -1.85 -0.102
H -0.99 0.85 2.34 0.294
H 1.40 0.93 0.50 0.287
H 0.81 -2.16 -0.36 0.220
H -1.85 -2.52 -0.65 0.379
H 0.41 1.40 -2.07 0.287
H 0.05 1.99 0.02 0.405
H -0.43 -0.26 -2.59 0.269
H 0.55 0.20 2.28 0.291

---

# 3
15
Properties=species:S:1:pos:R:3:mulliken_charge:R:1 method="wB97M-V/def2-TZVPD" charge=+1 homo_ev=-14.625 multiplicity=1
O 0.17 1.21 -1.22 -0.374
O -1.89 0.36 -1.24 -0.442
N 0.02 -0.85 1.23 0.012
C 1.40 -0.53 1.08 0.177
C -0.92 -0.07 1.61 -0.189
C -1.08 1.11 -1.75 0.174
C 2.27 -1.42 0.56 -0.767
H 1.66 0.50 1.35 0.298
H 0.79 1.47 -1.88 0.332
H 1.98 -2.42 0.26 0.260
H -1.88 -0.50 1.81 0.286
H -0.24 -1.84 0.95 0.315
H -0.75 0.98 1.79 0.294
H 3.29 -1.15 0.42 0.273
H -1.25 1.70 -2.67 0.350

---

# 4
15
Properties=species:S:1:pos:R:3:mulliken_charge:R:1 method="wB97M-V/def2-TZVPD" charge=+1 homo_ev="-15.712 / -15.713" multiplicity=1
O -1.33 -1.30 0.65 -0.368
O -3.37 -0.24 -0.29 -0.222
N -2.25 0.03 -0.14 0.745
C -1.32 1.03 -0.11 -0.513
C -0.27 0.66 0.89 -0.722
C -0.05 -0.86 0.57 0.442
C 0.63 -1.16 -0.83 -1.351
H -1.74 1.94 0.18 0.425
H 0.64 1.22 0.77 0.397
H -0.83 1.19 -1.08 0.367
H 0.02 -1.23 -1.71 0.393
H 1.47 -0.55 -1.02 0.397
H -0.76 0.74 1.86 0.330
H 1.17 -2.20 -0.86 0.329
H 0.67 -1.35 1.42 0.351

---

# 5
15
Properties=species:S:1:pos:R:3:mulliken_charge:R:1 method="wB97M-V/def2-TZVPD" charge=+1 homo_ev=-16.023 multiplicity=1
O -0.20 -0.98 -1.53 -0.313
O 0.64 1.02 -1.83 -0.470
N 0.48 0.64 0.71 -0.091
C 0.24 1.61 1.49 -0.178
C 0.16 -0.01 -2.26 0.313
C 0.20 -0.73 1.04 -0.426
C -0.65 -1.25 -0.20 -0.485
H 0.15 -0.16 -3.34 0.393
H -0.72 -2.25 -0.03 0.341
H -1.70 -0.83 -0.29 0.326
H 0.39 2.58 1.11 0.286
H 0.56 0.82 -0.54 0.295
H 1.17 -1.19 1.23 0.302
H -0.39 -0.83 1.98 0.430
H -0.32 1.57 2.45 0.278

---

# 6
15
Properties=species:S:1:pos:R:3:mulliken_charge:R:1 method="wB97M-V/def2-TZVPD" charge=+1 homo_ev=-14.899 multiplicity=1 smiles="[NH3+][C@@H]1C[C@@]1(O)C=O"
O 0.38 1.60 0.83 -0.664
O -1.64 2.80 -0.14 -0.499
N 0.53 -0.83 1.13 -0.263
C -0.45 0.84 -0.27 0.927
C -1.44 1.74 -0.71 0.064
C -0.28 -0.62 -0.06 -0.311
C 0.30 -0.01 -1.33 -0.932
H 1.53 -1.07 1.10 0.358
H 0.59 0.12 1.62 0.396
H 0.00 -1.44 1.74 0.384
H -2.03 1.19 -1.49 0.274
H 0.02 -0.14 -2.30 0.343
H 1.42 0.05 -1.33 0.245
H -0.10 2.44 0.73 0.368
H -1.21 -1.28 -0.15 0.310

---

# 7
15
Properties=species:S:1:pos:R:3:mulliken_charge:R:1 method="wB97M-V/def2-TZVPD" charge=+1 homo_ev="-9.581 / -15.971" multiplicity=3 s_squared=2.010
O -3.23 0.25 -0.58 -0.246
O -1.83 -1.27 0.46 -0.323
N -0.45 1.74 0.36 -0.165
C 0.54 -1.75 -0.13 -1.577
C -0.68 0.41 -0.20 -0.508
C -0.42 -0.81 0.54 0.241
C -2.24 -0.21 -0.16 0.358
H 0.25 1.73 1.07 0.353
H -1.32 2.11 0.74 0.453
H 0.42 -1.82 -1.20 0.412
H -0.08 0.31 -1.08 0.387
H -0.14 -0.87 1.54 0.415
H 1.56 -1.40 0.04 0.410
H -0.10 2.31 -0.42 0.418
H 0.38 -2.72 0.30 0.369

---

# 8
16
Properties=species:S:1:pos:R:3:mulliken_charge:R:1 method="wB97M-V/def2-TZVPD" homo_ev="-9.853 / -8.073" multiplicity=1
P -1.12 1.26 -0.86 0.035
O -4.47 -0.54 -0.58 -0.427
O -3.59 0.07 1.29 -0.406
N -3.74 0.15 0.07 0.564
C 0.14 0.10 -1.44 -0.581
C 0.37 -0.27 0.91 -0.596
C -0.59 0.97 0.92 -0.568
C 1.13 -0.08 -0.37 -0.594
H 1.07 -0.38 1.78 0.318
H 1.87 -0.89 -0.47 0.352
H 0.73 0.68 -2.27 0.288
H -0.33 -0.79 -1.83 0.413
H 1.75 0.88 -0.41 0.233
H -0.02 -1.27 1.09 0.333
H -1.60 0.78 1.35 0.296
H -0.15 1.91 1.39 0.340

---

# 9
16
Properties=species:S:1:pos:R:3:mulliken_charge:R:1 method="wB97M-V/def2-TZVPD" charge=-1 homo_ev=-4.543 multiplicity=1
O 2.84 1.85 0.71 -0.725
O 0.86 1.18 -0.19 -0.733
O -3.04 -1.22 -0.63 -0.686
N -1.42 -0.14 0.39 -0.454
C -1.12 -0.68 -2.05 -0.760
C 1.82 1.14 0.61 0.569
C -1.89 -0.73 -0.76 0.469
C 1.76 0.10 1.79 -0.921
H 2.21 -0.80 1.41 0.182
H -0.23 -1.38 -1.88 0.221
H 0.78 -0.14 2.02 0.374
H 2.36 0.54 2.69 0.225
H -0.49 0.43 0.24 0.474
H -2.12 0.57 0.82 0.229
H -0.74 0.31 -2.18 0.254
H -1.59 -1.03 -2.99 0.281

---

# 10
16
Properties=species:S:1:pos:R:3:mulliken_charge:R:1 method="wB97M-V/def2-TZVPD" charge=-1 homo_ev=-2.756 multiplicity=1 smiles="N[C@H](C[O-])CC(=O)O"
O -1.10 1.98 -2.04 -0.900
O 1.44 -2.09 1.43 -0.616
O -0.23 -0.79 2.25 -0.413
N 0.00 -0.28 -1.89 -0.727
C -0.98 1.77 -0.76 -0.340
C 0.74 -1.08 1.32 0.471
C 0.84 0.08 0.32 -0.794
C -0.45 0.27 -0.55 0.113
H -0.27 2.56 -0.20 0.119
H -0.54 -1.52 2.72 0.293
H -0.15 0.51 -2.49 0.267
H -0.59 -1.01 -2.16 0.196
H 1.68 -0.13 -0.33 0.332
H 1.15 0.94 0.89 0.387
H -1.89 1.99 -0.13 0.146
H -1.16 -0.39 -0.22 0.467

---

| no. | electronic energy (eV) |
| --- | --- |
| 1 | -9863.1456 |
| 2 | -9851.6653 |
| 3 | -9854.6895 |
| 4 | -9849.4362 |
| 5 | -9854.0818 |
| 6 | -9853.1395 |
| 7 | -9848.9160 |
| 8 | -19146.1168 |
| 9 | -11912.1376 |
| 10 | -11909.8024 |